{"formula": "C24H21Br2N3O2Ru", "method": "the ωB97M-V functional and the def2-TZVPD basis", "elements": ["Ru", "C", "O", "C", "N", "C", "C", "C", "C", "C", "C", "C", "C", "C", "C", "C", "C", "N", "C", "N", "C", "C", "O", "C", "C", "C", "C", "C", "C", "H", "H", "H", "H", "H", "H", "H", "H", "H", "H", "H", "H", "H", "H", "H", "H", "H", "H", "H", "Br", "C", "Br", "H", "H"], "coordinates": [[0.531, 0.022, -0.958], [-2.941, -2.871, -1.702], [-2.587, -2.802, -0.281], [-1.742, -1.819, -0.155], [-1.355, -1.187, -1.212], [-1.939, -1.895, -2.379], [-2.603, -0.987, -3.378], [-2.549, -1.319, -4.739], [-3.242, -0.560, -5.651], [-3.999, 0.559, -5.215], [-4.046, 0.901, -3.855], [-3.360, 0.137, -2.946], [-1.202, -1.462, 1.170], [-1.651, -1.931, 2.394], [-1.026, -1.453, 3.541], [0.010, -0.529, 3.436], [0.394, -0.129, 2.168], [-0.194, -0.597, 1.068], [1.444, 0.857, 1.847], [1.734, 1.141, 0.624], [2.739, 2.228, 0.651], [3.033, 2.381, 2.176], [2.066, 1.484, 2.806], [3.993, 1.953, -0.129], [4.707, 3.051, -0.657], [5.909, 2.849, -1.285], [6.420, 1.541, -1.403], [5.708, 0.440, -0.882], [4.510, 0.645, -0.250], [-3.977, -2.547, -1.786], [-2.837, -3.905, -2.015], [-1.131, -2.443, -2.870], [-1.975, -2.176, -5.068], [-3.218, -0.812, -6.703], [-4.551, 1.146, -5.938], [-4.638, 1.746, -3.532], [-3.415, 0.374, -1.891], [-2.464, -2.642, 2.444], [-1.349, -1.794, 4.515], [0.505, -0.131, 4.311], [2.266, 3.132, 0.259], [2.854, 3.380, 2.561], [4.024, 2.034, 2.460], [4.306, 4.053, -0.559], [6.468, 3.683, -1.687], [7.372, 1.381, -1.894], [6.123, -0.555, -0.972], [3.968, -0.191, 0.175], [-0.640, 2.340, -1.621], [0.542, 1.209, -2.612], [2.021, -1.524, -1.902], [1.494, 1.691, -2.816], [0.058, 0.772, -3.481]], "atomic_forces_ev_per_a": [[0.821, 0.339, 0.306], [-0.207, -0.082, 0.179], [-0.007, 0.083, -0.327], [0.038, -0.010, 0.367], [-0.349, -0.113, -0.337], [0.390, 0.135, 0.231], [0.124, -0.482, 0.223], [-0.126, 0.045, -0.680], [0.555, -0.761, -0.037], [-0.257, 0.296, -0.177], [0.120, -0.017, 0.824], [-0.547, 0.724, -0.058], [-0.049, -0.079, 0.075], [-0.055, -0.037, -0.176], [0.071, 0.058, 0.064], [-0.086, -0.076, 0.025], [0.044, 0.027, -0.117], [-0.020, -0.019, 0.023], [0.206, 0.188, 0.168], [-0.420, -0.223, -0.015], [0.440, 0.282, 0.106], [-0.037, 0.043, -0.272], [-0.408, -0.359, 0.051], [0.560, -0.122, -0.564], [-1.052, -0.677, 0.557], [0.893, -1.081, -0.354], [-0.567, 0.070, 0.299], [1.061, 0.754, -0.687], [-0.836, 0.999, 0.402], [-0.040, -0.056, -0.002], [0.005, 0.013, -0.043], [-0.057, -0.021, -0.064], [-0.004, 0.009, 0.002], [-0.016, 0.019, -0.028], [-0.014, 0.010, -0.044], [-0.010, 0.007, -0.009], [0.039, -0.020, -0.011], [0.001, 0.000, 0.021], [-0.003, -0.007, 0.004], [0.018, 0.010, -0.009], [-0.031, -0.022, 0.056], [-0.009, -0.005, 0.013], [-0.022, -0.002, -0.077], [-0.024, 0.021, 0.022], [-0.006, -0.014, 0.012], [-0.055, 0.002, 0.029], [0.003, 0.005, -0.006], [-0.010, -0.047, 0.057], [-0.050, 0.119, -0.030], [-0.043, -0.018, 0.009], [-0.108, 0.066, -0.007], [0.070, -0.013, 0.016], [0.064, 0.040, -0.012]], "charge": 3, "lumo_energy_ev": [-10.19, -13.38], "s2": 8.81, "mol_weight_g_mol": 644.329, "spin_multiplicity": 6, "orbital_gap_ev": [5.69, 2.50]}